No. 1
{
  "formula": "C11H5Cl4N2O4",
  "method": "ωB97M-V with the def2-TZVPD basis set",
  "relative_energy_ev": 0.2796,
  "e_homo_ha": -0.1577,
  "gap_ev": 4.872,
  "max_force_ev_per_a": 2.5,
  "energy_ha": -2673.49589,
  "total_charge": -1,
  "species": ["Cl", "C", "C", "Cl", "C", "O", "C", "O", "C", "Cl", "C", "Cl", "C", "C", "C", "N", "C", "O", "N", "C", "O", "H", "H", "H", "H", "H"],
  "xyz": [[1.915, -2.039, 2.873], [0.453, -1.415, 2.251], [-0.130, -0.301, 2.824], [0.795, 0.875, 3.608], [-1.578, -0.095, 2.836], [-2.134, 0.756, 3.517], [-2.411, -1.066, 1.951], [-3.629, -0.955, 1.893], [-1.657, -2.078, 1.205], [-2.581, -3.125, 0.233], [-0.281, -2.194, 1.292], [0.584, -3.218, 0.245], [5.883, 0.156, 0.019], [4.412, 0.343, -0.116], [3.532, -0.298, 0.740], [2.217, -0.217, 0.742], [1.600, 0.571, -0.192], [0.381, 0.714, -0.293], [2.448, 1.244, -1.073], [3.836, 1.210, -1.136], [4.443, 1.865, -1.983], [6.437, 0.716, -0.738], [6.219, 0.475, 1.016], [6.141, -0.909, -0.064], [3.947, -0.952, 1.513], [1.963, 1.817, -1.749]],
  "atomic_forces_ev_per_a": [[0.04, -0.22, 0.13], [-0.39, 1.92, 1.54], [0.59, -1.15, -0.59], [0.33, 0.12, 0.55], [-0.58, 0.96, 0.10], [0.59, -1.20, -0.91], [-1.37, 0.40, 0.40], [1.71, -0.15, 0.07], [1.79, -0.45, -0.01], [-0.16, -0.14, -0.39], [-2.44, -0.15, -0.58], [-0.03, -0.13, 0.14], [0.35, -0.23, 0.27], [-0.88, 0.14, -0.09], [1.00, 0.48, -0.67], [-1.50, 0.33, -0.54], [0.88, -0.33, 0.40], [-0.09, -0.06, 0.02], [-0.49, 0.15, -0.17], [0.31, -0.61, 0.76], [-0.03, 0.02, -0.04], [-0.12, -0.05, 0.07], [0.11, 0.05, -0.22], [0.12, 0.20, -0.11], [0.05, 0.09, -0.11], [0.19, 0.03, -0.03]]
}


No. 2
{
  "formula": "C11H5FeN2O5",
  "method": "ωB97M-V with the def2-TZVPD basis set",
  "relative_energy_ev": 0.0000,
  "multiplicity": 6,
  "e_homo_ha": [-0.6370, -0.6367],
  "gap_ev": [7.558, 4.943],
  "max_force_ev_per_a": 11.9,
  "energy_ha": -2170.67567,
  "total_charge": 2,
  "species": ["O", "C", "Fe", "O", "C", "C", "O", "C", "O", "C", "O", "H", "N", "C", "C", "C", "C", "C", "N", "C", "H", "H", "H", "H"],
  "xyz": [[0.327, -0.192, -3.946], [0.264, -0.421, -2.832], [-1.000, -0.638, -0.901], [-2.805, -0.039, -3.076], [-2.081, -0.120, -2.169], [-2.211, -1.443, 0.154], [-3.030, -1.985, 0.800], [0.332, -2.666, -0.765], [0.314, -3.247, 0.389], [-0.998, -2.432, -1.513], [-1.616, -3.302, -2.081], [1.244, -2.678, -1.430], [4.339, 1.249, 2.323], [3.215, 1.315, 2.001], [1.822, 1.421, 1.599], [1.081, 2.515, 2.013], [-0.235, 2.551, 1.646], [-0.786, 1.536, 0.864], [-0.063, 0.465, 0.426], [1.239, 0.394, 0.835], [1.549, 3.278, 2.622], [-0.869, 3.374, 1.922], [-1.853, 1.555, 0.590], [1.819, -0.490, 0.528]],
  "atomic_forces_ev_per_a": [[-0.04, -0.64, 2.79], [1.10, 0.99, -3.50], [5.96, 3.04, 2.35], [3.21, -0.30, 3.98], [-7.79, 2.67, -8.03], [-8.41, -4.40, 7.20], [4.46, 2.75, -3.54], [1.59, -5.81, 4.91], [-0.27, 4.02, -5.76], [-1.17, -5.89, -2.75], [1.68, 2.43, 1.49], [-0.62, 0.63, 0.65], [-2.64, 0.13, -0.76], [2.05, -0.26, 0.44], [0.87, -1.30, -0.17], [0.33, -0.15, 0.06], [-1.29, -0.24, -0.69], [0.02, 0.00, 0.04], [0.96, 1.16, 1.03], [-0.01, 0.25, -0.15], [-0.10, 0.07, -0.05], [-0.18, 0.16, 0.16], [0.54, 0.12, 0.09], [-0.25, 0.59, 0.22]]
}


No. 3
{
  "formula": "C11H66FeO22",
  "method": "ωB97M-V with the def2-TZVPD basis set",
  "multiplicity": 5,
  "e_homo_ha": [-0.5074, -0.4747],
  "gap_ev": [8.974, 8.081],
  "max_force_ev_per_a": 3.8,
  "energy_ha": -3377.21290,
  "total_charge": 2,
  "species": ["Fe", "C", "O", "H", "H", "H", "H", "C", "C", "O", "H", "H", "H", "H", "H", "H", "C", "C", "O", "H", "H", "H", "H", "H", "H", "C", "C", "O", "H", "H", "H", "H", "H", "H", "C", "C", "O", "H", "H", "H", "H", "H", "H", "C", "C", "O", "H", "H", "H", "H", "H", "H", "O", "H", "H", "O", "H", "H", "O", "H", "H", "O", "H", "H", "O", "H", "H", "O", "H", "H", "O", "H", "H", "O", "H", "H", "O", "H", "H", "O", "H", "H", "O", "H", "H", "O", "H", "H", "O", "H", "H", "O", "H", "H", "O", "H", "H", "O", "H", "H"],
  "xyz": [[-0.032, -0.230, 0.196], [0.788, -4.883, -0.323], [0.726, -6.193, -0.898], [0.579, -4.114, -1.067], [-0.031, -4.876, 0.396], [1.682, -4.696, 0.272], [-0.160, -6.536, -0.762], [-2.772, -1.571, -5.066], [-2.296, -2.688, -4.157], [-0.943, -2.758, -4.424], [-2.160, -0.672, -4.992], [-3.827, -1.391, -4.861], [-2.706, -1.913, -6.099], [-2.804, -3.608, -4.446], [-2.513, -2.468, -3.112], [-0.482, -1.945, -4.204], [-2.795, 2.639, -2.249], [-2.640, 2.453, -3.805], [-1.961, 3.651, -4.151], [-1.889, 2.862, -1.687], [-3.248, 1.782, -1.751], [-3.441, 3.465, -1.949], [-3.635, 2.291, -4.219], [-2.066, 1.533, -3.910], [-2.673, 4.208, -4.476], [4.428, 1.389, -0.425], [4.254, 0.942, -1.876], [2.944, 1.307, -2.259], [3.652, 0.856, 0.126], [4.397, 2.465, -0.255], [5.365, 0.998, -0.028], [4.226, -0.147, -1.920], [5.047, 1.254, -2.557], [2.870, 1.282, -3.216], [1.570, 0.801, 5.599], [0.622, -0.236, 4.943], [-0.329, 0.406, 4.209], [1.010, 1.540, 6.172], [2.275, 1.323, 4.952], [2.137, 0.237, 6.340], [0.171, -0.929, 5.654], [1.046, -0.950, 4.237], [-0.893, 0.904, 4.804], [0.740, 3.862, 3.821], [0.651, 3.626, 2.335], [-0.369, 4.413, 1.795], [-0.066, 3.414, 4.403], [0.965, 4.918, 3.971], [1.629, 3.366, 4.210], [0.448, 2.586, 2.082], [1.588, 3.790, 1.802], [-1.112, 3.811, 1.881], [1.204, 0.016, 1.838], [2.112, 0.277, 1.995], [0.789, 0.067, 2.699], [0.227, 4.140, -0.939], [-0.106, 4.881, -1.446], [0.059, 4.378, -0.027], [-2.631, 2.891, 2.571], [-2.833, 3.640, 3.133], [-3.486, 2.561, 2.296], [3.938, -1.754, 0.515], [4.452, -1.684, 1.319], [4.527, -2.175, -0.111], [0.727, 1.537, -0.711], [1.578, 1.532, -1.150], [0.436, 2.448, -0.761], [-1.546, 0.907, 1.101], [-1.669, 1.682, 1.649], [-2.323, 0.372, 1.264], [-1.150, -0.505, -1.476], [-2.079, -0.700, -1.600], [-0.765, -0.606, -2.346], [-0.865, -1.916, 1.035], [-1.562, -2.474, 0.690], [-0.614, -2.330, 1.862], [3.406, 1.006, 2.788], [3.809, 1.869, 2.885], [4.110, 0.389, 2.987], [-3.674, -1.035, -1.060], [-3.944, -1.952, -1.121], [-3.790, -0.812, -0.136], [-0.060, -3.576, 3.225], [-0.449, -4.450, 3.248], [0.565, -3.572, 3.950], [2.200, -2.626, -2.904], [1.880, -3.524, -2.993], [2.401, -2.353, -3.799], [0.433, -0.300, -3.632], [1.294, -0.713, -3.553], [0.589, 0.480, -4.164], [-3.871, -0.450, 1.747], [-4.224, -1.256, 2.123], [-4.481, 0.233, 2.027], [1.481, -1.343, -0.633], [2.344, -1.173, -0.257], [1.656, -1.887, -1.401], [-2.427, -3.612, -0.581], [-3.064, -3.797, -1.271], [-2.569, -4.301, 0.068]],
  "atomic_forces_ev_per_a": [[0.29, 0.75, -0.48], [-1.30, -0.88, 0.44], [0.74, 0.35, -0.09], [0.23, 0.13, 0.01], [-0.07, 0.67, 0.24], [0.29, -0.20, -0.50], [0.12, -0.03, -0.10], [-1.34, -0.41, -0.10], [-0.42, 1.49, -1.00], [1.92, -1.85, 0.40], [-0.18, 0.06, 0.31], [-0.08, 0.56, -0.12], [0.07, 0.01, 0.01], [0.33, -0.19, 0.12], [-0.01, -0.02, 0.34], [-0.33, 0.31, -0.02], [-0.80, -0.61, 0.41], [0.09, 0.42, 3.82], [-0.32, -0.53, -1.42], [0.48, -0.27, -0.65], [-0.03, -0.41, -0.11], [-0.28, 0.26, -0.63], [0.17, 0.31, -0.47], [0.40, 0.29, -0.67], [0.29, 0.50, -0.22], [0.21, -0.80, -0.38], [0.21, -0.64, 0.82], [-0.39, 0.73, -0.65], [-0.12, 0.43, 0.22], [-0.16, -0.07, -0.24], [0.16, 0.10, -0.08], [0.61, -0.31, 0.26], [-0.21, 0.50, -0.03], [-0.01, 0.20, -0.05], [0.12, -1.48, 0.56], [1.52, -0.26, 1.00], [-2.13, 0.93, -1.42], [-0.24, -0.03, -0.12], [-0.34, -0.29, -0.22], [0.34, 0.18, 0.11], [-0.06, 0.30, 0.64], [0.95, 0.16, 0.04], [-0.14, 0.20, -0.12], [1.55, -0.36, -0.03], [0.71, -1.03, 0.36], [-0.56, 0.27, -0.76], [-0.35, 0.59, -0.17], [-0.71, 0.06, 0.36], [0.18, -0.18, -0.02], [-0.06, -0.37, 0.29], [0.15, 0.62, 0.17], [-0.73, 0.56, -0.32], [-0.53, -0.63, -0.12], [0.69, 0.49, -0.08], [-0.55, 0.33, 0.29], [0.23, -0.15, -0.34], [-0.08, 0.05, -0.42], [-0.22, 0.33, 0.89], [-0.01, -0.17, 0.11], [0.03, 0.39, 0.32], [-0.30, 0.07, -0.20], [-0.13, 0.12, 0.04], [0.11, -0.02, 0.22], [0.21, -0.21, -0.27], [-0.20, -0.81, 0.64], [0.70, -0.23, -0.51], [-0.56, 0.92, -0.24], [0.05, 0.07, -0.41], [0.34, 0.38, 0.32], [-0.35, -0.52, 0.18], [0.08, -0.20, -0.40], [-1.06, -0.13, 0.56], [0.77, 0.35, -0.36], [-0.34, -0.09, 0.42], [-0.32, -0.03, -0.86], [0.58, -0.25, 0.75], [0.21, -0.16, 0.09], [0.04, 0.41, -0.09], [0.28, -0.17, 0.18], [-0.28, 0.09, -0.60], [-0.11, -0.09, -0.04], [-0.13, 0.23, 0.53], [-0.16, 0.26, -0.22], [-0.11, -0.30, 0.01], [0.21, 0.07, 0.20], [0.13, 0.27, 0.13], [-0.23, -0.48, -0.06], [0.26, -0.15, -0.36], [0.08, -0.11, -0.32], [0.19, -0.20, 0.38], [-0.30, 0.41, -0.22], [0.05, 0.10, -0.19], [-0.01, -0.36, 0.24], [-0.37, 0.18, 0.06], [-0.04, 0.26, 0.19], [0.59, -0.11, 0.49], [-0.14, -0.32, -0.74], [0.09, 0.12, 0.35], [-0.05, -0.20, -0.40], [-0.10, -0.48, 0.11]]
}


No. 4
{
  "formula": "C11H6CrN2O6",
  "method": "ωB97M-V with the def2-TZVPD basis set",
  "multiplicity": 4,
  "e_homo_ha": [-0.7027, -0.6946],
  "gap_ev": [4.210, 2.514],
  "max_force_ev_per_a": 11.9,
  "energy_ha": -2026.90809,
  "total_charge": 3,
  "species": ["O", "C", "Cr", "O", "C", "C", "O", "C", "O", "C", "O", "N", "C", "O", "C", "C", "C", "C", "N", "C", "H", "H", "H", "H", "H", "H"],
  "xyz": [[3.533, -0.553, -1.550], [2.425, -0.358, -1.766], [-0.081, 0.065, -2.390], [0.674, -0.366, -5.344], [0.446, -0.224, -4.205], [-1.832, 0.355, -2.664], [-2.975, 0.565, -2.818], [0.494, 1.895, -2.486], [0.739, 3.040, -2.542], [-0.256, -1.822, -2.067], [-0.428, -2.965, -1.872], [0.479, -1.184, 4.220], [0.715, -1.357, 2.862], [1.365, -2.238, 2.447], [0.073, -0.329, 1.959], [-0.716, 0.760, 2.376], [-1.237, 1.618, 1.429], [-0.995, 1.400, 0.067], [-0.266, 0.336, -0.340], [0.295, -0.514, 0.575], [0.876, -1.832, 4.840], [-0.090, -0.419, 4.609], [-0.912, 0.924, 3.426], [-1.848, 2.474, 1.703], [-1.391, 2.068, -0.683], [0.913, -1.343, 0.213]],
  "atomic_forces_ev_per_a": [[-4.22, 0.76, -0.72], [3.45, -0.60, 0.27], [5.53, -0.55, 5.34], [-1.19, 0.80, 6.73], [1.80, -1.28, -10.00], [-11.57, 1.97, -1.82], [6.58, -1.24, 0.88], [1.98, 9.84, -0.70], [-1.28, -6.86, 0.37], [-1.80, -9.91, 1.42], [1.16, 6.89, -1.13], [-1.20, 1.98, -2.31], [-1.56, 1.85, 3.91], [1.61, -2.07, -2.05], [-0.03, 0.23, -1.59], [0.51, -0.76, -0.20], [-0.29, 0.59, -1.30], [-0.26, -0.06, 1.62], [0.33, -0.40, -0.89], [-0.52, 0.45, 0.97], [0.62, -1.00, 0.96], [0.69, -0.95, -0.23], [-0.08, 0.13, -0.04], [0.13, -0.11, 0.05], [-0.12, 0.11, 0.05], [-0.25, 0.22, 0.41]]
}